# C4H4ClNO4S

An isolated molecule of C4H4ClNO4S (the ωB97M-V functional and the def2-TZVPD basis, the Open Molecules 2025 dataset).

```
15
Properties=species:S:1:pos:R:3:forces:R:3:nbo_charge:R:1
Cl -1.951 2.021 0.063 0.1922 0.3418 -0.1869 0.164
S 1.480 0.188 0.770 -0.5241 -1.1392 1.6360 2.189
O 1.009 0.310 2.134 -0.5649 0.3586 -1.1740 -0.911
O -1.977 -2.264 0.223 0.4958 -0.1579 0.2879 -0.378
O 2.887 0.078 0.656 0.9124 -0.0579 -1.0756 -0.901
O -2.924 -0.554 -0.658 -0.5162 0.1637 -0.0296 -0.368
N -1.949 -1.144 -0.245 -0.4993 -0.0243 -0.6609 0.511
C 0.519 -1.079 -0.127 3.6960 -2.7924 -1.3475 -0.727
C -0.701 -0.461 -0.420 -2.0267 6.6657 1.0546 -0.008
C 0.738 1.453 -0.301 0.8377 0.6444 -0.3791 -0.754
C -0.638 1.037 -0.291 -2.0213 -6.0617 -0.3510 0.040
H 1.187 -1.198 -1.111 -1.1514 -0.2004 2.0304 0.253
H 0.926 2.353 0.303 0.0669 0.3182 -1.1097 0.282
H 1.035 1.325 -1.412 0.5667 0.6919 2.0092 0.293
H 0.361 -2.066 0.417 0.5362 1.2494 -0.7039 0.315
```
Forces are in eV/Å.

The multiplicity is 1. For the HOMO energy, the calculation gives -10.11 eV. Its structure (SMILES) is O=[N+]([O-])C1=C(Cl)CS(=O)(=O)C1.

***

# C4H4ClNS2

An isolated molecule of C4H4ClNS2 (the ωB97M-V functional and the def2-TZVPD basis, the Open Molecules 2025 dataset).

```
12
Properties=species:S:1:pos:R:3:forces:R:3:nbo_charge:R:1
Cl 0.769 -1.912 0.755 -0.0882 -0.0711 0.0799 0.011
S 0.858 -0.209 -2.139 0.2189 -0.0356 0.2802 0.034
S 0.905 1.342 0.981 -0.3629 -0.1375 -0.5067 0.059
N -2.829 1.624 1.001 1.7306 -0.7909 -0.5440 -0.295
C -0.546 -0.205 -1.044 -0.2102 -0.1807 -0.5004 -0.360
C -0.610 -0.979 0.215 0.8902 -0.3487 0.2533 -0.207
C -0.563 0.521 0.293 0.0344 1.0298 0.5683 -0.320
C -1.810 1.150 0.692 -1.5521 0.6580 0.3655 0.265
H 0.937 2.333 0.062 -0.0548 -0.2255 0.1736 0.145
H -1.493 -0.206 -1.596 0.4332 0.2100 0.1179 0.266
H -1.520 -1.446 0.503 -0.6001 -0.2750 0.0809 0.248
H 1.786 -0.587 -1.216 -0.4390 0.1671 -0.3686 0.154
```
Forces are in eV/Å.

The multiplicity is 1. For the HOMO energy, the calculation gives -9.74 eV. Its structure (SMILES) is N#C[C@@]1(S)[C@H](Cl)[C@@H]1S.

***

Here are the calculated DFT total energy numbers, same order: -1368.724945 -1466.090743 (hartree).
Here are the calculated max |F| numbers, same order: 0.137 0.038 (hartree/bohr).